1.
C28H87N5O13 | ωB97M-V/def2-TZVPD

Computed properties:
2S+1: 1
Net charge: 0

XYZ file:
```
133
Properties=species:S:1:pos:R:3:mulliken_charge:R:1
O -1.60 -1.47 3.31 -0.6708
H -1.28 -1.83 2.46 0.2714
H -1.18 -2.00 3.99 0.2794
O -1.65 -0.59 -3.28 -0.9741
H -2.32 0.07 -3.51 0.3226
H -1.45 -1.06 -4.14 0.4725
O 1.95 -1.83 2.98 -0.7393
H 1.33 -1.97 2.25 0.3886
H 2.26 -0.91 2.86 0.2422
O 2.53 -1.38 -2.49 -0.5821
H 2.73 -0.65 -1.88 0.3602
H 2.79 -2.19 -2.03 0.2250
C -3.60 -4.13 -1.64 -0.7764
C -4.26 -2.77 -1.87 0.0681
O -4.01 -2.23 -3.15 -0.5236
H -2.52 -4.06 -1.86 0.0744
H -4.04 -4.88 -2.28 0.1836
H -3.65 -4.38 -0.58 0.5010
H -3.93 -2.07 -1.09 -0.0526
H -5.34 -2.85 -1.75 0.3837
H -3.12 -1.81 -3.14 0.3591
C -5.34 0.88 3.11 -1.4235
C -4.06 1.23 2.38 0.8406
O -2.90 1.12 3.21 -0.4230
H -5.36 -0.16 3.43 0.3710
H -6.19 1.03 2.43 0.3487
H -5.55 1.52 3.97 0.3236
H -4.12 2.27 2.06 -0.0559
H -3.96 0.56 1.52 -0.0942
H -2.56 0.21 3.17 0.2275
C 0.52 2.74 -0.91 -0.6077
C -0.03 2.65 -2.33 -0.3167
O 0.35 1.44 -2.95 -0.4213
H 1.61 2.69 -0.89 0.5954
H 0.09 1.96 -0.29 -0.4470
H 0.25 3.73 -0.51 0.5939
H 0.26 3.52 -2.92 0.3463
H -1.13 2.65 -2.27 0.1248
H -0.40 0.82 -2.92 0.2486
C -0.80 0.26 0.78 -1.3810
C -0.10 -0.87 0.06 2.1010
O -0.08 -2.02 0.95 -0.4806
H -0.18 0.55 1.64 0.3351
H -1.81 -0.01 1.05 0.2071
H -0.85 1.16 0.17 0.0674
H 0.94 -0.61 -0.21 -0.6401
H -0.62 -1.16 -0.86 0.0435
H 0.25 -2.80 0.43 0.0359
C -1.98 3.63 0.39 0.6087
C -2.56 4.79 -0.43 0.4826
C -4.07 4.74 -0.39 -1.1155
O -4.51 3.56 -1.02 -0.1943
C -5.92 3.44 -1.02 -0.8545
N -2.18 6.12 0.09 -0.7737
H -2.16 3.72 1.46 0.3645
H -0.92 3.58 0.15 -1.3182
H -2.46 2.71 0.04 0.1344
H -2.23 4.69 -1.46 0.2513
H -4.50 5.62 -0.89 0.4426
H -4.39 4.75 0.67 0.3661
H -6.38 4.20 -1.67 0.3338
H -6.34 3.47 -0.01 0.3281
H -6.17 2.46 -1.45 0.2374
H -1.17 6.16 0.17 0.3010
H -2.55 6.25 1.02 0.2979
C 2.75 -4.61 1.20 -1.7187
C 2.45 -4.05 -0.17 2.2786
C 3.36 -4.70 -1.19 -1.1195
O 3.12 -4.18 -2.48 -0.1307
C 3.73 -4.98 -3.47 -0.9983
N 1.01 -4.23 -0.48 -0.5189
H 2.73 -5.70 1.25 0.4753
H 2.04 -4.21 1.92 0.3423
H 3.75 -4.32 1.55 0.3516
H 2.62 -2.97 -0.13 -1.2239
H 3.13 -5.78 -1.22 0.3799
H 4.40 -4.56 -0.88 0.4445
H 3.34 -6.01 -3.48 0.3706
H 4.82 -5.04 -3.34 0.3403
H 3.54 -4.53 -4.44 0.2767
H 0.88 -3.98 -1.47 0.0968
H 0.78 -5.22 -0.41 0.3188
C 0.37 -3.48 -3.94 -0.6932
C -0.51 -3.45 -5.18 0.0892
C -1.85 -4.16 -5.00 -0.0494
O -1.63 -5.56 -5.10 -0.3930
C -2.66 -6.31 -4.55 -0.5396
N -0.79 -2.04 -5.50 -0.6473
H 0.53 -4.51 -3.60 0.6261
H -0.01 -2.93 -3.08 -0.3628
H 1.37 -3.13 -4.21 0.2302
H 0.04 -3.96 -5.99 0.3728
H -2.59 -3.86 -5.76 0.4441
H -2.26 -3.88 -4.02 -0.4152
H -3.01 -5.92 -3.59 0.0604
H -2.29 -7.33 -4.41 0.2919
H -3.53 -6.36 -5.23 0.2891
H -1.16 -1.94 -6.44 0.2228
H 0.06 -1.49 -5.49 0.2751
C 5.56 -0.40 -0.29 -1.7997
C 4.28 -0.24 0.51 1.6926
C 4.53 0.51 1.80 -1.2304
O 3.29 0.65 2.43 -0.1340
C 3.35 1.37 3.62 -1.0436
N 3.32 0.51 -0.35 -0.2675
H 6.07 0.57 -0.37 0.4095
H 5.31 -0.72 -1.30 0.4214
H 6.24 -1.15 0.11 0.4221
H 3.77 -1.17 0.77 -0.5517
H 4.98 1.50 1.61 0.3786
H 5.20 -0.07 2.44 0.4681
H 2.38 1.37 4.11 0.2571
H 3.64 2.41 3.48 0.3750
H 4.02 0.89 4.35 0.4393
H 3.78 1.33 -0.74 0.3369
H 2.56 0.86 0.23 -0.1579
C 3.07 6.82 5.71 -1.5193
C 2.34 5.50 5.80 0.3993
C 1.51 5.22 4.58 -0.5587
O 0.98 3.93 4.67 -0.3597
C 0.05 3.72 3.62 -0.9986
N 3.32 4.43 6.06 -0.6892
H 3.56 7.02 6.66 0.3814
H 2.36 7.64 5.52 0.3802
H 3.81 6.86 4.91 0.3646
H 1.71 5.49 6.69 0.2683
H 2.18 5.31 3.70 0.2571
H 0.72 5.99 4.48 0.3654
H -0.27 2.68 3.60 0.3271
H 0.48 3.99 2.65 0.3524
H -0.87 4.30 3.80 0.4608
H 4.07 4.45 5.37 0.2826
H 2.86 3.53 5.94 0.2794
```


2.
C45H57BBrHfN14O2S | ωB97M-V/def2-TZVPD

Computed properties:
2S+1: 1
Net charge: +1

XYZ file:
```
122
Properties=species:S:1:pos:R:3:mulliken_charge:R:1
Hf -0.14 0.23 -0.11 2.1179
C 1.28 -3.22 -4.16 -1.2255
C 1.69 -2.23 -3.11 0.2802
C 2.94 -1.73 -2.86 -0.9983
C 2.82 -0.85 -1.80 -0.9446
N 1.54 -0.80 -1.40 0.5298
N 0.85 -1.66 -2.23 0.6798
B -0.62 -2.07 -2.05 -2.1929
N -1.63 -0.95 -2.41 0.5700
N -1.80 0.23 -1.70 0.1011
C -2.82 0.89 -2.31 -0.8285
C -3.27 0.12 -3.38 -0.8448
C -2.51 -1.03 -3.41 0.5209
C -2.62 -2.17 -4.37 -1.2537
C -3.38 2.25 -1.94 3.4634
C -4.67 2.51 -2.72 -2.4283
C -2.37 3.34 -2.32 -1.4072
C -3.74 2.28 -0.44 -1.4248
N -0.83 -2.61 -0.63 0.6146
N -0.45 -1.94 0.52 0.4675
C -0.58 -2.82 1.54 -0.9062
C -1.04 -4.03 1.03 -1.0443
C -1.18 -3.87 -0.33 0.1963
C -1.59 -4.89 -1.35 -1.3255
C -0.37 -2.59 3.03 3.1151
C -1.78 -2.42 3.65 -1.7485
C 0.52 -1.38 3.37 -0.2368
C 0.26 -3.85 3.64 -1.9965
C 4.00 -0.03 -1.28 2.8864
C 3.60 0.79 -0.07 -0.2530
C 5.17 -0.96 -0.93 -1.6211
C 4.44 0.92 -2.41 -2.0562
H 2.15 -3.45 -4.77 0.4584
H 0.50 -2.83 -4.81 0.1395
H 0.92 -4.15 -3.71 0.1959
H 3.85 -1.98 -3.40 0.5746
H -0.83 -2.97 -2.80 -0.1411
H -4.08 0.37 -4.06 0.6303
H -3.41 -1.95 -5.09 0.4444
H -2.88 -3.10 -3.86 0.1864
H -1.69 -2.34 -4.92 0.1694
H -4.48 2.58 -3.80 0.4356
H -5.09 3.46 -2.40 0.4520
H -5.41 1.73 -2.55 0.4841
H -2.30 3.42 -3.41 0.4650
H -1.37 3.12 -1.95 0.0272
H -2.70 4.31 -1.94 0.3051
H -4.61 1.64 -0.25 0.4807
H -4.01 3.30 -0.14 0.3092
H -2.94 1.91 0.19 0.0059
H -1.24 -4.94 1.58 0.5564
H -1.88 -5.80 -0.83 0.4588
H -0.77 -5.13 -2.02 0.1819
H -2.44 -4.55 -1.95 0.1916
H -2.28 -1.54 3.24 0.2688
H -1.70 -2.31 4.74 0.4543
H -2.40 -3.29 3.43 0.3870
H 0.81 -0.83 2.50 -0.4159
H 1.45 -1.71 3.84 0.4929
H 0.01 -0.70 4.06 -0.2808
H -0.40 -4.72 3.56 0.3689
H 0.46 -3.68 4.70 0.5149
H 1.21 -4.09 3.13 0.3585
H 3.15 0.14 0.70 -0.1506
H 2.88 1.54 -0.38 -0.6474
H 4.47 1.29 0.36 0.6910
H 4.88 -1.67 -0.15 0.0609
H 6.01 -0.35 -0.57 0.4926
H 5.51 -1.52 -1.80 0.3533
H 3.60 1.49 -2.80 0.2939
H 4.88 0.36 -3.24 0.4226
H 5.19 1.62 -2.03 0.4557
Br 4.88 0.60 8.07 -0.1706
C 3.20 1.36 7.67 0.0894
C 3.03 2.72 7.87 -0.5729
C 1.79 3.28 7.62 -0.1148
C 0.76 2.52 7.13 -0.1038
C 0.93 1.15 6.95 -0.0457
C 2.16 0.56 7.23 -0.5603
N -0.51 3.21 7.01 -0.4968
N -1.39 3.03 6.13 -0.3758
C -1.29 2.32 4.86 0.2090
C -2.43 1.66 4.51 -0.3036
C -2.56 1.01 3.28 0.0930
C -1.54 0.98 2.40 0.3562
O -1.64 0.39 1.20 -1.1722
C -0.33 1.63 2.72 -0.6790
N 0.68 1.56 1.76 0.8502
C 1.72 2.35 1.94 -0.4605
C 1.84 3.25 3.01 -1.8356
C 0.87 3.27 3.98 -1.0462
C -0.23 2.39 3.90 1.0205
H 3.85 3.32 8.25 0.4376
H 1.62 4.34 7.81 0.4641
H 0.09 0.53 6.64 0.4448
H 2.30 -0.51 7.12 0.4851
H -3.24 1.66 5.23 0.5219
H -3.50 0.55 3.00 0.5450
H 2.50 2.33 1.19 0.4693
H 2.68 3.92 3.04 0.5229
H 0.93 3.99 4.78 0.6909
O -0.92 3.24 0.44 -0.4059
H -0.31 3.99 0.52 0.2499
H -1.74 3.61 0.10 0.1760
C 5.58 -2.77 3.77 -1.2336
N 4.46 -2.41 2.92 -0.1033
C 3.90 -3.24 2.03 0.2378
N 4.38 -4.50 2.05 -0.4271
S 2.68 -2.77 0.96 -0.0820
H 5.84 -1.92 4.38 0.3762
H 6.46 -3.05 3.18 0.3676
H 5.33 -3.60 4.44 0.3652
H 4.16 -1.46 2.87 0.2495
H 5.19 -4.77 2.58 0.1875
H 4.03 -5.14 1.36 0.2147
N 0.58 1.78 -1.41 -0.1683
C 1.14 2.59 -2.00 1.3009
C 1.82 3.67 -2.52 -0.3004
C 2.11 4.71 -1.57 -0.0161
N 2.30 5.48 -0.72 -0.5979
C 2.23 3.69 -3.90 -0.0723
N 2.55 3.68 -5.01 -0.5191
```


Values of LUMO level, in order: 0.533, -3.382, all in eV.